The following is a quantum chemistry calculation of a single C6H16N2 molecule at a distorted geometry, from the Open Molecules 2025 dataset.

Last column: Löwdin charge in e.
CARTESIAN COORDINATES (ANGSTROEM)
C (2.4064, 0.9116, 0.2619)  -0.072
C (0.9139, 1.1804, 0.2678)  -0.405
C (0.3618, 1.8747, -1.0078)  -0.073
C (0.0730, -0.0059, 0.7377)  -0.365
C (-1.3872, 0.4466, 0.9554)  -0.071
N (0.1652, -1.0548, -0.2852)  -0.040
C (-0.4661, -2.3546, -0.1969)  -0.290
N (-1.9102, -2.4753, -0.3692)  0.001
H (2.5226, -0.1246, -0.0852)  0.072
H (2.8659, 0.9876, 1.2384)  0.072
H (3.0271, 1.4142, -0.4790)  0.074
H (0.7299, 2.0232, 0.9238)  0.120
H (0.8083, 2.8618, -1.1316)  0.079
H (0.6704, 1.3163, -1.8963)  0.076
H (-0.7101, 2.0282, -0.9264)  0.064
H (0.4713, -0.3345, 1.6961)  0.140
H (-1.9616, 0.2745, 0.0358)  0.064
H (-1.9956, -0.0467, 1.7140)  0.075
H (-1.5261, 1.5280, 1.0460)  0.071
H (-0.0743, -0.5261, -1.1157)  0.096
H (0.0996, -2.9303, -0.9220)  0.109
H (-0.3539, -2.7507, 0.8129)  0.111
H (-2.2698, -2.5093, -1.3166)  0.058
H (-2.4607, -1.7341, 0.0421)  0.035

Values from the calculation:
Calculated total energy, Eh: -347.682665
Orbital gap, eV: 9.5
LUMO, eV: 1.00
Structure (SMILES): CC(C)[C@@H](C)NCN